[1]
The following is a DFT calculation (ωB97M-V/def2-TZVPD) of a structure of composition C6H9BCl3F4N3O5Y.

Results
LUMO energy, eV: 2.35
Highest occupied orbital energy, eV: -5.8

The geometry in ORCA input format:
```
! RIJCOSX wB97M-V def2-TZVPD def2/J DEFGRID3
* xyz -1 1
Y -0.167 -0.507 -0.273
N -0.831 -0.164 2.114
C -1.021 1.275 2.391
C -1.592 2.022 1.181
O -2.157 3.102 1.374
N -1.382 1.401 0.021
C -1.901 2.044 -1.170
C -1.687 1.172 -2.413
O -2.097 1.543 -3.498
O -1.045 0.058 -2.196
H -1.701 -0.666 2.265
H -0.152 -0.568 2.750
H -0.045 1.708 2.620
H -1.674 1.463 3.244
H -1.430 3.015 -1.359
H -2.972 2.253 -1.087
F 0.128 -2.717 0.720
B -1.142 -3.299 0.347
F -0.960 -4.084 -0.774
F -1.915 -2.128 -0.017
F -1.715 -3.945 1.404
N 0.953 -1.926 -2.037
H 0.364 -2.732 -2.228
H 1.902 -2.257 -1.908
H 0.916 -1.310 -2.843
Cl 4.235 2.369 -0.703
C 3.873 0.953 0.271
Cl 4.197 1.297 1.975
Cl 4.898 -0.412 -0.257
C 2.399 0.482 0.079
O 1.809 0.804 -0.965
O 1.915 -0.247 0.973
*
```

[2]
The following is a DFT calculation (ωB97M-V/def2-TZVPD) of an isolated molecule of C12H8O3.

Results
LUMO energy (alpha / beta), eV: -1.63 / -1.47
Highest occupied orbital energy (alpha / beta), eV: -8.6 / -8.3

The geometry in ORCA input format:
```
! RIJCOSX wB97M-V def2-TZVPD def2/J DEFGRID3
* xyz 0 1
C -3.339 0.958 -0.398
C -2.256 1.839 -0.517
C -2.995 -0.309 -0.007
C -0.924 1.520 -0.281
C -1.674 -0.643 0.363
C -0.582 0.195 0.205
C 2.719 -1.516 -0.090
C 2.946 -0.059 -0.163
C 2.389 -0.594 -1.320
C 1.624 1.048 0.975
C 1.323 -1.536 0.676
C 0.774 -0.190 0.440
O 2.409 -0.714 -2.517
O 1.201 2.089 1.356
O 2.961 0.711 0.879
H -4.248 1.497 -0.484
H -2.425 2.797 -0.915
H -3.689 -1.163 0.032
H -0.086 2.185 -0.566
H -1.640 -1.672 0.604
H 3.474 -2.366 -0.131
H 0.788 -2.337 0.142
H 1.250 -1.741 1.717
*
```